# C5H15N2

An isolated ion of composition C5H15N2 and charge +1 in a non-equilibrium geometry (ωB97M-V/def2-TZVPD, the OMol25 dataset).

Element x y z (Å)
N: -1.837 2.019 -0.181
C: -1.097 1.732 1.098
C: -0.525 0.349 1.117
C: 1.034 0.213 0.857
C: 1.175 -0.210 -0.629
C: 1.324 -1.735 -0.985
N: -0.156 -2.166 -1.228
H: -1.039 2.365 -0.728
H: -2.367 2.893 -0.054
H: -1.810 1.726 1.939
H: -0.407 2.613 1.468
H: -0.869 -0.047 2.187
H: -1.246 -0.262 0.428
H: 1.301 -0.450 1.724
H: 1.523 1.255 1.064
H: 0.435 0.334 -1.230
H: 2.224 0.303 -1.149
H: 1.663 -2.313 -0.209
H: 2.182 -2.047 -1.757
H: -0.744 -1.220 -1.282
H: -0.512 -2.557 -0.398
H: -0.251 -2.794 -2.050

Cartesian forces, eV/Å:
N 1.7 1.0 0.7
C -1.2 2.2 1.4
C -1.1 -1.5 1.8
C -1.7 0.9 0.9
C 5.4 1.1 -1.3
C -0.1 1.9 -2.0
N 0.4 2.5 -2.0
H -0.6 -0.2 -0.7
H 0.0 -0.6 0.0
H -0.3 0.2 -0.6
H -0.6 -1.8 -1.1
H 1.4 0.4 -2.1
H 1.5 0.8 0.8
H 0.8 0.1 -1.5
H -0.9 -2.0 -0.5
H -0.1 -0.6 0.1
H -2.7 -1.4 1.8
H 0.4 -1.1 2.5
H -2.8 1.0 0.6
H 1.4 -2.5 -0.6
H -0.5 -1.3 1.2
H -0.4 0.5 0.7

## Properties
- M: 103.19 g/mol
- Total energy: -8399.250 eV
- E_LUMO: -3.520 eV
- Largest force on an atom: 5.672 eV/Å
- Multiplicity: 1
- Orbital gap: 9.6 eV
- Net charge: +1
- Energy above the lowest of the compared OMol25 structures with the same formula, charge and spin: 3.426 eV